DFT (wB97M-V/def2-TZVPD) results for a cluster of 2 separate species, C41H42N4O2S in total in a non-equilibrium geometry.

Properties
**E**: -2355.05335 Eh
**Energy relative to the best compared isomer or geometry (same formula, charge and spin)**: 10.28 kJ/mol
**Kohn-Sham gap**: 3.9 eV
**Total charge**: 0

Cartesian coordinates (Å):
C 2.39078 6.68864 2.30523
N 2.09387 6.18937 0.98861
C 1.96497 7.23389 0.00140
C 1.81005 4.88594 0.72148
C 1.22558 4.48689 -0.51866
C 0.94950 3.15651 -0.76193
C 1.07771 2.17705 0.26276
C 0.56499 0.85442 0.11227
C 0.96444 -0.14669 0.99927
C 1.16195 -1.53869 0.76579
C 1.09594 -2.44058 1.92463
C 0.69336 -1.96418 3.21185
C 0.55370 -2.80000 4.30819
C 0.73795 -4.19931 4.17718
N 0.49237 -5.04664 5.22254
C 0.14758 -6.43750 5.05324
C 0.67564 -4.66610 6.60645
C 1.17045 -4.68947 2.92244
C 1.41189 -3.82718 1.87204
C 1.42988 -2.03294 -0.58094
C 2.15413 -1.26901 -1.53582
C 2.49683 -1.78234 -2.77495
C 2.19656 -3.12787 -3.09707
N 2.56718 -3.65427 -4.31689
C 2.96735 -5.03856 -4.47905
C 2.38801 -2.91255 -5.54787
C 1.46736 -3.89953 -2.16271
C 0.99628 -3.31395 -1.00355
C 1.76617 2.57569 1.43938
C 2.15955 3.88034 1.65720
H 3.10209 6.06648 2.82212
H 2.81648 7.68696 2.18643
H 1.49714 6.77937 2.92883
H 1.85036 6.81797 -1.00951
H 1.10286 7.89011 0.21402
H 2.87365 7.85391 0.00953
H 0.94828 5.23189 -1.27027
H 0.56006 2.87281 -1.74666
H -0.18305 0.65149 -0.67185
H 1.14803 0.16994 2.01744
H 0.48673 -0.90591 3.36871
H 0.23432 -2.37488 5.26375
H -0.16220 -6.65015 4.03125
H 0.99000 -7.09796 5.31557
H -0.68188 -6.69372 5.73171
H 1.05901 -3.64823 6.67990
H -0.27381 -4.73945 7.16060
H 1.39049 -5.35248 7.09133
H 1.33906 -5.75685 2.80137
H 1.88043 -4.23935 0.97929
H 2.50006 -0.26725 -1.26307
H 3.05322 -1.16898 -3.48425
H 3.31178 -5.44191 -3.52191
H 2.14882 -5.67868 -4.85370
H 3.79577 -5.10298 -5.20591
H 2.08877 -1.88596 -5.32045
H 3.31715 -2.89266 -6.13912
H 1.60105 -3.36573 -6.18014
H 1.24641 -4.95092 -2.38187
H 0.31805 -3.88925 -0.37140
H 1.95790 1.85077 2.22034
H 2.72744 4.12604 2.54868
C -3.61848 -3.08048 -1.92060
C -3.78121 -2.56805 -0.62851
C -3.45750 -1.23817 -0.34666
C -2.96133 -0.38393 -1.35578
C -2.60558 0.99112 -1.03328
C -2.97293 1.51627 0.21801
N -3.25844 1.98186 1.26039
S -2.82171 2.16836 -2.40612
C -3.19926 3.75626 -1.63389
C -4.43759 4.35144 -1.87822
C -4.74254 5.58391 -1.28242
C -3.78137 6.24807 -0.50336
C -2.51709 5.66804 -0.29962
C -2.24156 4.41792 -0.86514
O -1.55686 2.41088 -3.07070
O -4.00006 1.75399 -3.13090
C -2.94875 -0.87394 -2.68626
C -3.26073 -2.20604 -2.96039
H -3.85360 -4.12227 -2.14413
H -4.20120 -3.19352 0.16156
H -3.63149 -0.82793 0.64534
H -5.16612 3.81612 -2.48642
H -5.73543 6.02470 -1.43718
H -4.02316 7.20511 -0.03368
H -1.74960 6.17848 0.29940
H -1.28067 3.93791 -0.67564
H -2.74915 -0.20864 -3.52717
H -3.26315 -2.54329 -4.00191

Cartesian forces (eV/Å) of the 3 atoms listed first:
0.0 0.2 0.2
-0.1 0.0 -0.5
-0.2 0.3 -0.6

=====

DFT (wB97M-V/def2-TZVPD) results for a structure of composition C41H43BrCl2N6O2SSeTi in a non-equilibrium geometry.

Properties
**E**: -9210.74016 Eh
**Energy relative to the best compared isomer or geometry (same formula, charge and spin)**: 178.06 kJ/mol
**Kohn-Sham gap**: 6.3 eV
**Total charge**: 0

Cartesian coordinates (Å):
Ti 13.96495 11.90952 13.01299
Br 13.78112 14.17763 16.84470
C 14.90684 14.77230 15.40824
C 15.58053 15.95563 15.64407
C 16.12683 16.65970 14.56802
C 15.94461 16.09122 13.31920
C 15.18891 14.89176 13.21222
N 14.54582 14.27614 14.20350
C 15.12982 14.35539 11.83357
O 15.76485 14.82359 10.87717
O 14.51171 13.21724 11.78678
H 15.64384 16.35008 16.63015
H 16.61888 17.60897 14.70398
H 16.44832 16.47340 12.44309
C 20.42543 10.26173 15.86507
C 19.80687 11.70952 15.60464
C 20.80698 12.59253 14.81313
C 19.56175 12.42669 16.96869
C 18.45058 11.55228 14.90029
C 18.27854 12.11528 13.62712
C 17.10494 11.85195 12.95237
N 16.01567 11.26868 13.55614
C 16.15477 10.76021 14.78684
C 17.38149 10.86959 15.47849
C 14.93415 10.10157 15.24997
C 14.88797 8.93158 15.99691
C 13.67242 8.21020 16.07280
C 12.50806 8.83072 15.63538
C 12.57808 10.16235 15.21457
N 13.74071 10.71751 14.86000
C 13.49401 6.87018 16.74802
C 12.96231 5.86069 15.69294
C 14.78374 6.33765 17.46217
C 12.42021 6.93678 17.89069
H 21.38087 10.47118 16.35355
H 20.60949 9.70028 14.95821
H 19.72405 9.71390 16.51061
H 21.76699 12.61839 15.31001
H 20.49359 13.61945 14.78766
H 20.92239 12.24856 13.77513
H 20.46078 12.46453 17.51324
H 18.78543 11.87509 17.59666
H 19.25050 13.43358 16.85241
H 19.04146 12.69399 13.13104
H 16.85922 12.27272 11.99595
H 17.41933 10.40987 16.49468
H 15.81446 8.57552 16.45315
H 11.53751 8.35218 15.67643
H 11.71449 10.85760 15.20034
H 13.40361 5.96285 14.67500
H 11.89558 5.93319 15.55268
H 13.09203 4.80198 16.01718
H 15.56987 6.02524 16.73587
H 14.63403 5.53083 18.19532
H 15.17974 7.17943 18.01662
H 11.48067 7.34990 17.51772
H 12.76703 7.55287 18.72782
H 12.17973 5.96953 18.30892
C 16.74745 13.13380 8.51068
N 17.21885 11.95990 7.68358
C 16.47815 11.40316 6.67046
C 17.13619 10.34141 6.18745
N 18.31784 10.20158 6.93530
C 19.32271 9.16710 6.67283
C 18.38070 11.22845 7.87742
Se 19.73882 11.41240 9.07338
H 16.09094 13.78215 7.97199
H 17.69625 13.62780 8.83194
H 16.25963 12.78210 9.42943
H 15.58546 11.93041 6.31570
H 16.91138 9.67858 5.37206
H 19.45961 9.03754 5.63473
H 19.01354 8.24892 7.13055
H 20.24111 9.45884 7.15305
Cl 14.47169 8.17857 12.43974
C 14.36734 8.68948 10.79532
C 14.72459 7.87627 9.72003
C 14.52619 8.37015 8.40304
C 13.95708 9.64850 8.22990
C 13.67594 10.51722 9.29879
Cl 13.07013 12.09082 9.04024
C 13.84517 10.02011 10.63356
N 13.62866 10.69456 11.77904
H 15.27885 6.91641 9.92220
H 14.72041 7.77984 7.46381
H 13.72060 10.04734 7.23684
S 11.62427 12.89573 13.05466
C 10.30318 11.75078 13.12877
C 9.85968 10.97257 11.99856
C 9.05483 9.87848 12.19719
C 8.70062 9.46143 13.50641
C 8.94119 10.31817 14.62396
C 9.56022 11.51335 14.36409
H 10.29723 11.17010 11.03661
H 8.69664 9.24942 11.38483
H 8.20562 8.49892 13.59031
H 8.49255 10.08377 15.59452
H 9.76062 12.19860 15.21781

Cartesian forces (eV/Å) of the 3 atoms listed first:
-2.8 -2.0 -2.4
0.5 -0.4 -0.1
-2.5 0.3 -0.1

=====

DFT (wB97M-V/def2-TZVPD) results for a structure of composition C41H43BrKN6OS2 in a non-equilibrium geometry.

Properties
**E**: -5962.28830 Eh
**Multiplicity**: 2
**Energy relative to the best compared isomer or geometry (same formula, charge and spin)**: 44.65 kJ/mol
**Kohn-Sham gap (spin up / spin down)**: 4.7 / 5.5 eV
**Total charge**: -2

Cartesian coordinates (Å):
K 0.04800 -1.14795 0.75461
N -4.03777 -2.63721 4.26911
C -2.99383 -2.17975 3.47438
S -2.43095 -3.22205 2.24855
N -2.61990 -0.95858 3.84252
N -1.54030 -0.47022 3.19370
C -1.21485 0.73603 3.49211
C -1.92507 1.61562 4.47358
C -3.31434 1.74206 4.51062
C -3.92757 2.56340 5.44774
C -3.16843 3.26681 6.37596
C -1.78560 3.15050 6.34877
C -1.17483 2.33688 5.40208
C -0.02563 1.33140 2.80668
C -0.09107 2.65408 2.36307
C 0.99488 3.20503 1.70688
C 2.13149 2.43494 1.52731
C 2.11251 1.13215 1.99236
N 1.06557 0.58116 2.61314
H -4.59608 -3.35149 3.83583
H -4.52957 -1.90691 4.76128
H -3.90581 1.19123 3.79334
H -5.00797 2.64932 5.45695
H -3.65054 3.90376 7.10910
H -1.18035 3.68994 7.06825
H -0.09415 2.24476 5.38526
H -1.00063 3.22125 2.51274
H 0.95086 4.21895 1.32842
H 3.00280 2.82567 1.01694
H 2.97656 0.48331 1.87133
C 0.15840 5.56914 -4.47869
C -0.52873 4.23596 -4.81145
C -0.04384 3.75853 -6.18847
C -2.03502 4.48393 -4.90713
C -0.19310 3.20268 -3.73490
C -1.11894 2.74918 -2.79669
C -0.72431 1.85343 -1.82807
Br -2.01822 1.26267 -0.54711
C 0.59204 1.31004 -1.67050
O 0.84431 0.49943 -0.72845
C 1.53094 1.79064 -2.64980
C 1.10448 2.69984 -3.61305
C 3.01295 1.35864 -2.69830
C 3.42756 0.34335 -1.62224
C 3.90789 2.59666 -2.52538
C 3.31099 0.71058 -4.06130
H -0.05486 6.32662 -5.24414
H 1.24186 5.43817 -4.41381
H -0.19109 5.94161 -3.51211
H -0.35213 4.46402 -6.96893
H -0.46440 2.77653 -6.41854
H 1.04466 3.67315 -6.22554
H -2.24318 5.18593 -5.71981
H -2.42993 4.91339 -3.98323
H -2.57344 3.55454 -5.10825
H -2.14858 3.08222 -2.80407
H 1.84536 3.04951 -4.32892
H 3.27228 0.73525 -0.61710
H 4.49191 0.11297 -1.75429
H 2.86154 -0.58471 -1.69585
H 3.69670 3.08111 -1.56701
H 3.74946 3.33369 -3.31737
H 4.96392 2.30269 -2.53744
H 2.68690 -0.17671 -4.19586
H 4.36063 0.39985 -4.10928
H 3.11617 1.39203 -4.89355
N 2.69500 -3.91237 0.89645
C 3.19196 -3.41474 2.01691
C 3.36370 -4.32332 3.11203
C 2.66899 -5.55309 3.21351
C 2.78927 -6.36150 4.33168
C 3.62984 -5.99933 5.38395
C 4.34779 -4.80444 5.28924
C 4.21200 -3.98139 4.18514
H 2.01043 -5.84069 2.40195
H 2.22072 -7.28472 4.39232
H 3.71194 -6.62369 6.26591
H 5.01067 -4.51308 6.09692
H 4.75843 -3.04869 4.11912
C -4.57688 -5.41065 -3.25136
C -3.62683 -4.47768 -2.54591
C -4.06664 -3.58388 -1.58277
C -3.15540 -2.72996 -0.97570
N -1.85661 -2.71795 -1.27218
C -1.43043 -3.58321 -2.19729
C -2.27038 -4.47316 -2.84825
H -5.58314 -5.33400 -2.83863
H -4.24465 -6.44663 -3.16035
H -4.62629 -5.17389 -4.31645
H -5.11164 -3.55065 -1.29460
H -3.47756 -2.03356 -0.21144
H -0.36599 -3.57236 -2.41131
H -1.86123 -5.15912 -3.58191
S 2.11785 -4.48911 -1.76779
C 2.35650 -4.33379 -0.15522

Cartesian forces (eV/Å) of the 3 atoms listed first:
-0.5 -1.1 0.4
0.0 -0.1 -0.1
0.0 0.1 0.1